(1)
This record from the OMol25 dataset describes a molecular structure, C17H17BN8O6V at a distorted geometry. The level of theory is ωB97M-V with the def2-TZVPD basis set.

Each line ends with the Mulliken spin population.
Geometry (Å):
H (1.61248, -1.77941, -1.92798)  0.00
N (-0.04352, -0.56317, -2.44125)  -0.09
B (-2.04285, 0.53758, -3.60956)  0.00
N (-0.89767, -0.52204, -3.54577)  0.03
C (-0.53094, -1.47260, -4.41659)  0.04
V (-0.47264, 0.83586, -0.99417)  2.76
H (-1.08212, -1.59345, -5.33594)  0.00
C (0.57226, -2.15268, -3.89659)  0.00
H (1.09773, -2.96841, -4.35183)  0.00
C (0.84854, -1.55594, -2.65851)  0.04
H (-2.67504, 0.45112, -4.61939)  0.00
C (-0.15139, 2.11163, 0.55701)  0.02
H (0.48477, 2.08736, 1.45043)  -0.01
H (-1.18492, 1.88589, 0.89918)  -0.01
H (-0.14280, 3.11995, 0.11714)  -0.01
N (-1.35626, 1.93078, -3.50445)  0.01
N (-2.93100, 0.34396, -2.34556)  0.03
N (-0.54417, 2.18537, -2.39167)  -0.01
N (-2.32986, 0.39494, -1.07162)  -0.08
C (-1.32808, 2.99966, -4.31463)  0.05
C (-4.23358, 0.07798, -2.19479)  0.06
H (-1.89955, 2.99956, -5.23620)  0.00
H (-4.86273, -0.00285, -3.06625)  0.01
C (-0.49670, 3.97431, -3.74590)  0.00
C (-4.52206, -0.05573, -0.83318)  -0.01
C (-0.01995, 3.43092, -2.54856)  0.05
C (-3.31383, 0.14101, -0.15909)  0.06
H (-0.26657, 4.94690, -4.14111)  0.00
H (-5.47542, -0.27207, -0.39008)  0.00
H (0.64013, 3.83047, -1.79219)  0.00
H (-3.07720, 0.11005, 0.89364)  0.00
H (1.73831, 1.17451, 0.45602)  0.00
O (2.26855, 0.46424, 0.91857)  0.00
C (1.42134, -0.49849, 1.34549)  0.03
O (0.41904, -0.86046, 0.71211)  0.01
C (1.78048, -1.04000, 2.69622)  0.01
C (1.53426, -2.37550, 3.04513)  0.00
C (1.96054, -2.84519, 4.30786)  0.00
C (2.52392, -1.98201, 5.25465)  0.00
C (2.67893, -0.63331, 4.91941)  0.00
C (2.32734, -0.16255, 3.63982)  0.00
N (3.19624, 0.31760, 5.86756)  0.00
O (3.55177, -0.08769, 6.99367)  0.00
O (3.26227, 1.51671, 5.51587)  0.00
N (1.88047, -4.25484, 4.59043)  0.00
O (1.40342, -5.00424, 3.71139)  0.00
O (2.29945, -4.67021, 5.69205)  0.00
H (1.04976, -3.04956, 2.34452)  0.00
H (2.85962, -2.35064, 6.21930)  0.00
H (2.46923, 0.88467, 3.38541)  0.00

Atomic forces in eV per Å
-0.11 0.05 -0.06
-0.30 -0.95 -1.63
0.45 0.09 0.49
1.11 -0.41 1.04
0.44 -0.08 0.49
2.68 -2.04 1.36
0.11 -0.09 0.00
-0.26 0.16 -0.12
0.06 -0.12 -0.10
-1.43 0.88 -0.64
-0.05 -0.07 -0.01
0.64 1.34 1.03
-0.32 0.33 0.05
0.29 0.26 -0.02
-0.11 0.01 0.64
1.13 0.78 1.19
0.45 -0.05 1.84
-0.69 1.96 -2.33
-3.63 -0.94 -0.91
0.36 0.23 0.45
0.12 -0.01 0.58
0.16 0.06 0.20
-0.09 0.00 0.08
-0.18 -0.27 -0.20
0.11 0.00 -0.35
-1.14 -1.47 -0.61
0.75 0.27 -1.88
-0.03 0.02 -0.10
-0.11 -0.02 -0.02
-0.11 0.00 -0.16
-0.03 0.04 -0.08
-0.24 -0.50 -0.04
-0.58 -0.58 0.64
-1.19 0.29 -1.31
1.60 0.71 0.97
0.11 -0.29 0.57
0.36 0.04 0.46
0.10 1.74 -0.83
0.11 0.13 -0.11
-0.89 -0.82 -1.59
0.18 -0.28 0.34
1.17 2.10 2.10
-0.76 0.48 -2.24
-0.18 -2.42 0.57
-0.29 -3.08 0.68
0.87 1.59 1.57
-0.76 1.07 -2.08
0.18 0.07 0.12
-0.13 0.04 -0.17
0.07 -0.27 0.12

## Properties
2S+1 = 4
<S²> = 3.77
Electronic energy = -2516.22771 Ha
Relative energy (zero: lowest compared OMol25 entry of this formula, charge and spin) = 0.0 kcal per mole

---

(2)
This record from the OMol25 dataset describes C17H17BrClN3O2 in the gas phase. The level of theory is ωB97M-V with the def2-TZVPD basis set.

Each line ends with the Mulliken charge.
Geometry (Å):
C (4.70003, 0.68344, 0.51385)  -1.09
N (3.27187, 0.59541, 0.27475)  0.05
C (2.66280, 1.91115, 0.18601)  -0.90
C (1.14091, 1.82309, 0.23307)  0.28
O (0.43472, 2.41297, -0.55766)  -0.63
N (0.70724, 1.02336, 1.23775)  -0.06
C (-0.60505, 0.58439, 1.45314)  0.23
C (-1.70734, 1.31687, 1.02342)  -0.13
C (-2.98380, 0.82414, 1.21793)  -0.88
C (-3.15918, -0.39788, 1.84530)  0.41
Cl (-4.75240, -1.03348, 2.04785)  -0.22
C (-2.06997, -1.12306, 2.30276)  -0.80
C (-0.79598, -0.62861, 2.10981)  -0.20
C (2.95509, -0.22420, -0.88995)  -0.94
C (1.59944, -0.90976, -0.70050)  0.40
O (1.44872, -1.78305, 0.12424)  -0.61
N (0.62021, -0.45933, -1.53236)  -0.10
C (-0.73454, -0.81666, -1.49606)  0.61
C (-1.17436, -2.03740, -0.99423)  -0.45
C (-2.52674, -2.32697, -0.98132)  -0.72
C (-3.45567, -1.42090, -1.46049)  -0.41
C (-3.00106, -0.21186, -1.95684)  -0.31
Br (-4.25747, 1.06891, -2.58683)  -0.16
C (-1.65715, 0.10120, -1.99049)  -0.23
H (4.87043, 1.25803, 1.42294)  0.31
H (5.09716, -0.31893, 0.66190)  0.37
H (5.24279, 1.16464, -0.31206)  0.39
H (2.99024, 2.50421, 1.04490)  0.50
H (2.94628, 2.45331, -0.73259)  0.37
H (1.42972, 0.48258, 1.70031)  0.39
H (-1.56472, 2.25962, 0.52268)  0.44
H (-3.83925, 1.38606, 0.87711)  0.48
H (-2.21899, -2.07017, 2.79616)  0.44
H (0.05923, -1.19917, 2.43813)  0.34
H (3.69449, -1.02573, -0.95136)  0.54
H (2.98549, 0.35513, -1.82713)  0.27
H (0.80860, 0.38068, -2.06413)  0.36
H (-0.46146, -2.74415, -0.60645)  0.43
H (-2.86405, -3.27353, -0.58860)  0.41
H (-4.51080, -1.64293, -1.44129)  0.46
H (-1.32549, 1.05858, -2.36369)  0.38

Atomic forces in eV per Å
0.03 -0.03 0.03
-0.02 0.07 -0.02
0.08 0.05 -0.11
0.36 0.01 0.25
-0.16 0.24 -0.22
0.22 -0.03 0.26
-0.48 -0.05 0.07
0.10 0.08 0.08
-0.01 -0.18 0.15
0.26 0.12 0.01
-0.25 -0.11 0.01
-0.10 0.12 0.04
0.03 0.19 -0.04
0.00 -0.05 0.20
0.16 0.07 -0.34
0.08 -0.20 0.19
0.10 0.18 -0.31
-0.48 -0.23 0.02
0.14 -0.09 -0.01
0.00 0.11 -0.11
-0.12 0.08 -0.07
-0.04 0.00 -0.15
0.09 -0.08 0.06
-0.02 -0.07 -0.06
0.07 0.02 0.01
0.07 0.00 0.00
0.03 0.01 -0.01
0.00 0.00 -0.06
-0.12 -0.07 0.11
0.00 0.09 -0.16
0.00 0.03 -0.03
-0.09 0.02 -0.05
-0.03 -0.10 0.04
0.10 -0.09 0.01
-0.11 0.05 -0.05
0.05 -0.01 0.05
0.11 -0.15 0.14
0.03 -0.03 0.02
-0.03 -0.10 0.06
-0.08 0.00 0.01
0.02 0.11 0.00

## Properties
SMILES = CN(CC(=O)Nc1ccc(Cl)cc1)CC(=O)Nc1cccc(Br)c1
Electronic energy = -4007.01769 Ha

---

(3)
This record from the OMol25 dataset describes C17H17BrFNS in the gas phase at a distorted geometry. The level of theory is ωB97M-V with the def2-TZVPD basis set.

Each line ends with the Mulliken charge.
Geometry (Å):
C (1.76436, 3.92380, -1.49340)  -0.95
C (2.12134, 3.50929, 0.04214)  0.07
F (3.53302, 3.39501, 0.26458)  -0.32
C (1.37828, 2.09247, 0.27714)  0.59
C (2.07921, 0.79065, -0.19645)  -0.61
C (1.33038, -0.58500, -0.01835)  0.47
C (1.95439, -1.96084, -0.52440)  -1.01
C (3.30034, -2.41025, 0.22244)  -0.08
C (2.88826, -3.43309, 1.41512)  -0.96
Br (4.31663, -3.53974, -1.11200)  -0.17
C (-0.07001, -0.52717, 0.63817)  -0.03
C (-0.76148, 0.80424, 1.13291)  -0.21
C (-0.02460, 2.15085, 0.95740)  -0.65
N (-2.14105, 0.77142, 1.72909)  -0.46
C (-3.06255, 0.12885, 0.73147)  0.11
C (-4.32401, 0.87155, 0.18465)  -0.43
C (-5.18154, 0.11989, -0.88617)  -0.36
C (-4.88429, -1.31481, -1.38954)  -0.39
C (-3.63811, -2.05928, -0.84592)  -0.46
C (-2.75231, -1.31899, 0.18571)  0.45
S (-1.16492, -2.02982, 0.88756)  -0.18
H (2.42099, 3.25868, -2.15136)  0.28
H (1.88125, 5.04196, -1.68731)  0.32
H (0.68080, 3.55375, -1.65029)  0.32
H (1.58682, 4.26088, 0.71353)  0.31
H (3.12019, 0.82606, -0.68205)  0.34
H (1.15354, -2.79142, -0.55358)  0.41
H (2.24076, -1.79692, -1.63452)  0.41
H (3.92115, -1.52509, 0.59114)  0.47
H (1.93810, -3.10893, 1.95625)  0.22
H (2.70519, -4.49235, 0.99109)  0.34
H (3.77956, -3.53417, 2.12224)  0.32
H (-0.53996, 3.11899, 1.28753)  0.23
H (-2.11075, 0.18522, 2.59177)  0.36
H (-4.54010, 1.92197, 0.55683)  0.35
H (-6.08412, 0.66187, -1.32583)  0.30
H (-5.51374, -1.85675, -2.17787)  0.31
H (-3.30101, -3.10281, -1.14971)  0.32

Atomic forces in eV per Å
0.20 -1.06 0.94
-1.90 -1.08 -1.25
-2.11 0.41 -0.25
-0.32 -1.76 0.62
-3.68 -0.18 1.68
-1.50 2.80 1.19
0.09 1.02 -1.27
-1.97 -0.96 0.85
0.81 -0.23 -0.37
-0.17 0.87 0.74
0.78 2.63 -0.19
3.20 0.55 -1.44
1.18 -4.15 -1.30
0.73 -1.26 -1.89
-2.51 -1.53 -2.45
1.73 -4.16 -1.22
2.10 -1.26 1.08
2.63 1.31 2.53
-0.32 3.76 1.61
-2.02 2.01 -0.66
-0.40 1.86 -1.15
-0.81 1.20 0.68
-0.07 -1.66 0.17
1.69 0.94 0.16
1.43 -0.88 -0.47
-1.86 0.01 0.89
1.38 1.30 0.40
-0.52 -0.10 1.75
-0.76 -1.41 -0.77
1.40 -0.16 -0.64
0.19 1.85 0.50
-1.39 0.19 -0.73
1.03 -1.61 -0.57
-0.03 0.41 -0.93
0.18 -1.62 -0.67
1.43 -0.88 0.74
0.90 1.18 1.38
-0.74 1.65 0.29

## Properties
SMILES = C[C@H](F)c1cc(C[C@@H](C)Br)c2c(c1)Nc1ccccc1S2
Electronic energy = -3784.51168 Ha
Relative energy (zero: lowest compared OMol25 entry of this formula, charge and spin) = 150.7 kcal per mole

---

(4)
This record from the OMol25 dataset describes a molecular structure, C17H17BrN3O3S5SbZn. The level of theory is ωB97M-V with the def2-TZVPD basis set.

Each line ends with the Mulliken charge.
Geometry (Å):
Zn (-0.45151, 1.80579, 1.78571)  1.06
S (-4.09313, 1.99516, -1.42218)  -0.71
Sb (-3.39092, 1.86077, 0.74391)  0.86
S (-1.77171, 0.06539, 1.00604)  -0.72
S (-1.76855, 3.58400, 1.21295)  -0.68
S (-5.03389, 1.75674, 2.32846)  -0.73
Br (-2.54928, 1.56971, 4.57393)  -0.15
C (-0.70740, 1.54888, 4.94748)  0.33
C (-0.20538, 1.45876, 6.23849)  -0.50
C (1.16997, 1.46112, 6.40314)  -0.25
C (1.99696, 1.55345, 5.29473)  -0.57
C (1.40871, 1.63947, 4.04529)  0.50
N (0.08430, 1.63492, 3.88872)  -0.17
C (2.24157, 1.75197, 2.76201)  0.36
O (3.46202, 1.76928, 2.89268)  -0.75
O (1.56567, 1.83372, 1.68950)  -0.82
H (-0.88502, 1.39126, 7.07512)  0.40
H (1.59235, 1.39259, 7.39882)  0.38
H (3.07502, 1.56258, 5.35659)  0.47
C (2.23646, -0.26841, -2.37125)  -0.94
C (1.74568, 0.77734, -1.37885)  0.16
C (0.56103, 1.57926, -1.90603)  -1.17
N (-0.61643, 0.74390, -2.06461)  0.78
C (-1.15108, 0.34328, -3.19683)  -0.15
S (-0.58312, 0.63876, -4.73643)  -0.40
N (-2.37009, -0.38319, -2.99217)  0.16
C (-2.43164, -1.68424, -2.60346)  -0.12
O (-3.47240, -2.24102, -2.30610)  -0.67
C (-1.13042, -2.44346, -2.56097)  0.46
C (-0.44668, -2.78174, -3.72216)  -0.02
C (0.71087, -3.54498, -3.64499)  -0.60
C (1.19485, -3.95504, -2.41096)  -0.41
C (0.51774, -3.60296, -1.24984)  -0.65
C (-0.64818, -2.85590, -1.32328)  -0.20
H (3.06554, -0.84340, -1.95187)  0.41
H (2.57161, 0.19525, -3.30207)  0.33
H (1.44223, -0.97153, -2.62755)  -0.04
H (2.54457, 1.47622, -1.12053)  0.40
H (1.45917, 0.30245, -0.43806)  0.09
H (0.78497, 2.02200, -2.87661)  0.40
H (0.28969, 2.37428, -1.20652)  0.19
H (-1.11210, 0.50454, -1.19930)  -0.29
H (-3.16363, 0.22134, -2.74000)  0.01
H (-0.81065, -2.42956, -4.67835)  0.49
H (1.24398, -3.80463, -4.55178)  0.35
H (2.10758, -4.53617, -2.35198)  0.35
H (0.90277, -3.90201, -0.28278)  0.38
H (-1.18208, -2.56596, -0.42605)  0.41

Atomic forces in eV per Å
0.05 -0.03 -0.01
-0.02 0.04 -0.08
0.08 0.03 0.05
-0.02 0.03 0.00
-0.09 -0.03 0.00
0.01 0.00 -0.02
0.02 -0.01 0.01
-0.03 0.02 -0.03
0.00 0.00 0.00
-0.01 0.00 0.02
0.01 0.00 -0.02
-0.01 -0.03 0.01
0.01 0.00 0.01
0.02 0.11 0.01
-0.02 -0.04 -0.01
-0.02 -0.04 0.02
0.00 0.00 0.00
0.00 0.00 0.00
0.00 0.00 0.00
0.01 -0.02 0.01
0.00 -0.01 -0.01
-0.01 -0.01 0.00
0.02 0.05 -0.06
-0.07 -0.07 0.04
0.02 0.00 0.01
0.07 0.16 -0.04
-0.01 -0.02 -0.03
0.00 0.01 0.00
0.00 -0.01 -0.02
0.00 0.01 0.01
0.00 -0.02 0.01
0.00 0.00 -0.01
0.00 0.01 -0.02
0.01 0.01 0.02
0.00 0.00 0.00
0.00 0.00 0.00
0.00 0.01 0.00
-0.01 0.01 -0.01
-0.01 -0.01 0.01
-0.01 0.01 0.02
0.03 0.00 0.00
-0.02 -0.01 0.04
-0.03 -0.14 0.09
-0.01 0.00 0.00
0.00 0.00 0.00
0.00 0.00 0.00
0.00 0.00 0.00
0.00 0.00 0.00

## Properties
Net charge = -2
Electronic energy = -7632.85312 Ha

---

- Which of these has the lowest electronic energy?
  C17H17BrN3O3S5SbZn